No. 1
Computed, not measured: an isolated molecule of C4H4N2OS in a non-equilibrium geometry, with ωB97M-V/def2-TZVPD.

Structure (XYZ):
```
12
Properties=species:S:1:pos:R:3:mulliken_charge:R:1
S -1.589 -2.039 -0.429 -0.28
O 0.657 -1.760 0.868 -0.48
N 0.827 0.879 -0.271 -0.39
N 2.028 0.151 -0.353 -0.60
C -2.483 1.611 0.248 0.34
C -0.261 0.229 -0.031 0.41
C -1.495 0.959 0.094 -0.71
C -0.346 -1.221 0.213 0.26
H 2.769 0.687 -0.783 0.29
H -3.345 2.274 0.262 0.43
H 1.935 -0.729 -0.935 0.24
H 1.304 -1.040 1.117 0.49
```

Results
M: 128.2 g/mol
Net charge: 0
Structure (SMILES): C#C/C(=N/N)C(O)=S
Relative energy (zero: lowest compared OMol25 entry of this formula, charge and spin): 351.1 kJ/mol
Gap between HOMO and LUMO: 8.326 eV
Strongest force on any atom: 1.83 eV/Å

---

No. 2
Computed, not measured: an isolated molecule of C4H9NO2, with ωB97M-V/def2-TZVPD.

Structure (XYZ):
```
16
Properties=species:S:1:pos:R:3:mulliken_charge:R:1
O 0.822 1.027 2.652 -0.63
O -0.910 -1.435 -0.847 -0.55
N -0.757 -0.386 1.823 -0.41
C 0.269 1.213 0.314 -0.61
C 0.147 0.631 1.717 0.46
C -0.116 -0.517 -1.590 -0.42
C 0.872 0.191 -0.675 -0.59
H -1.098 -0.816 0.969 0.26
H 0.922 2.083 0.403 0.29
H 0.443 -1.057 -2.369 0.32
H 1.443 -0.567 -0.124 0.33
H -0.756 0.231 -2.082 0.34
H 1.591 0.701 -1.326 0.33
H -0.710 1.566 -0.039 0.34
H -1.509 -1.883 -1.456 0.30
H -0.653 -0.981 2.631 0.24
```

Results
M: 103.1 g/mol
Net charge: 0
Structure (SMILES): NC(=O)CCCO
Relative energy (zero: lowest compared OMol25 entry of this formula, charge and spin): 55.6 kJ/mol
Gap between HOMO and LUMO: 9.997 eV
Strongest force on any atom: 0.44 eV/Å

---

No. 3
Computed, not measured: C23H50Al2BBrCaCl6F6N3O7 as an isolated structure in a non-equilibrium geometry, with ωB97M-V/def2-TZVPD.

Structure (XYZ):
```
100
Properties=species:S:1:pos:R:3:mulliken_charge:R:1
Br -1.114 -2.093 -0.922 0.04
Ca -3.272 0.884 -1.004 0.85
Cl -0.563 -5.632 -2.056 0.01
Cl 2.144 -6.489 -2.550 -0.12
Cl 5.353 -0.876 1.948 -0.67
Cl 0.314 -8.194 -1.130 -0.09
Cl 1.332 -3.968 2.396 -0.19
Cl -0.039 -7.745 -3.961 -0.14
Al -1.068 4.177 -5.887 0.68
Al -1.232 2.759 2.327 0.31
F 0.110 3.045 -5.445 -0.43
F -0.922 4.618 -7.482 -0.39
F -0.801 -5.231 0.654 -0.64
F -3.649 -1.848 0.902 -0.46
F -2.563 3.400 -5.639 -0.41
F -0.982 5.488 -4.853 -0.40
O -3.956 2.453 -0.874 -0.69
O -1.298 0.897 -1.887 -0.32
O 0.555 2.004 1.325 -0.10
O -5.921 5.006 0.576 -0.54
O 7.528 -2.672 -0.234 -0.64
O 1.179 6.505 -6.467 -0.33
O 1.778 -0.068 0.434 -0.30
N -1.777 0.012 0.693 0.77
N 2.378 -1.754 3.076 0.31
N 1.640 2.060 3.427 -0.01
C 2.776 -3.177 -0.895 -0.91
C -2.137 -0.463 2.036 -0.85
C 0.462 -0.249 2.439 3.35
C 0.456 -6.998 -2.413 0.26
C 2.877 -1.683 -1.186 -0.53
C -0.539 -0.521 0.020 0.62
C -0.946 1.343 -3.237 -0.84
C 2.997 -2.600 4.091 -1.12
C 3.052 1.777 3.749 -1.10
C -0.152 0.486 -1.077 -2.34
C 1.137 -1.158 3.482 -3.03
C 0.679 -0.740 0.977 -0.35
C -3.081 0.329 -3.957 -1.04
C -1.004 -0.209 2.973 -1.48
C 0.986 7.708 -6.969 -0.53
C 0.681 2.335 4.480 -0.84
C -1.892 -3.079 2.111 1.30
C -2.119 -3.847 3.400 -1.73
C -1.570 0.405 -4.221 -0.38
C -5.183 4.751 -0.351 -0.16
C 2.968 -0.777 0.024 0.35
C -2.776 -1.850 2.012 -0.55
C -4.733 2.784 0.019 -0.58
B 0.965 1.264 2.434 0.14
H 0.950 2.889 1.358 0.34
H 3.143 1.253 4.699 0.37
H -1.446 2.290 -3.380 0.34
H 0.888 -1.812 1.024 0.37
H -1.230 0.775 3.396 0.22
H 1.099 2.493 5.470 0.44
H 0.469 -1.991 3.690 0.79
H 3.597 2.715 3.823 0.28
H -2.191 -3.757 1.310 0.50
H -3.418 -1.843 2.893 0.74
H -3.675 0.251 -4.857 0.48
H 0.116 1.504 -3.372 0.56
H -3.330 1.305 -3.507 0.18
H 0.570 0.046 -1.749 0.72
H -1.509 -4.743 3.378 0.41
H -3.154 -4.187 3.421 0.51
H 0.086 8.212 -6.511 0.25
H -1.661 1.118 0.752 0.59
H -5.750 2.356 0.059 0.33
H 1.808 8.442 -6.800 0.27
H 3.533 1.210 2.955 0.36
H 0.742 7.729 -8.056 0.25
H 3.577 -3.436 -0.207 0.23
H 3.662 0.023 -0.212 0.71
H -3.330 -0.450 -3.228 0.23
H 0.132 3.260 4.161 0.06
H 2.909 -3.626 3.780 0.43
H -1.923 -3.252 4.293 0.26
H 2.519 -2.515 5.068 0.38
H 8.164 -3.066 0.368 0.28
H -2.952 0.192 2.360 0.24
H -1.449 0.757 -5.239 0.48
H 3.074 -1.116 2.687 -0.63
H 4.065 -2.409 4.149 0.33
H 1.830 -3.496 -0.462 0.11
H 1.261 -0.615 4.435 0.39
H 6.968 -2.132 0.344 0.32
H -4.139 5.115 -0.385 0.22
H -0.060 1.540 4.573 0.38
H 3.835 -1.558 -1.691 0.62
H -4.361 2.858 1.057 0.15
H -1.177 -0.605 -4.114 0.30
H -5.560 4.605 -1.379 0.28
H -1.112 -0.897 3.808 0.61
H 2.980 -3.725 -1.810 0.34
H 3.408 -1.270 0.871 -0.54
H 2.125 -1.365 -1.912 0.09
H -0.840 -2.878 1.938 -1.38
H -2.566 -0.163 0.118 0.44
H 0.265 1.396 -0.673 0.62
```

Results
M: 992.1 g/mol
Net charge: -1
Gap between HOMO and LUMO: 1.036 eV
Strongest force on any atom: 7.35 eV/Å

---

No. 4
Computed, not measured: an isolated ion of composition C5H6NO and charge +1 in a non-equilibrium geometry, with ωB97M-V/def2-TZVPD.

Structure (XYZ):
```
13
Properties=species:S:1:pos:R:3:mulliken_charge:R:1
O 1.290 0.649 0.178 -0.19
N -0.368 -1.024 -0.016 -0.37
C 0.054 0.313 0.126 0.90
C -1.621 -0.957 -0.060 -0.18
C 2.393 -0.208 0.001 -0.60
C -2.202 0.380 -0.036 -0.33
C -1.160 1.235 0.121 -0.63
H 3.384 0.422 0.038 0.26
H 2.340 -1.189 0.634 0.32
H -3.215 0.619 -0.095 0.48
H -2.150 -1.863 -0.100 0.49
H -1.102 2.253 0.195 0.50
H 2.360 -0.631 -0.985 0.35
```

Results
M: 96.1 g/mol
Net charge: +1
Structure (SMILES): COC1=[N+]=CC=C1
Relative energy (zero: lowest compared OMol25 entry of this formula, charge and spin): 304.1 kJ/mol
Gap between HOMO and LUMO: 8.288 eV
Strongest force on any atom: 3.73 eV/Å

---

No. 5
Computed, not measured: a 3-piece molecular cluster, C6H9O4P overall in a non-equilibrium geometry, with ωB97M-V/def2-TZVPD.

Structure (XYZ):
```
20
Properties=species:S:1:pos:R:3:mulliken_charge:R:1
P 1.324 -0.490 0.126 0.58
O 1.330 -0.633 -1.334 -0.58
O 1.502 1.066 0.366 -0.22
O 3.723 -0.954 0.924 -0.39
O -2.077 -0.023 0.824 -0.21
C -2.482 0.939 -0.038 -0.12
C -3.576 0.502 -0.701 -0.48
C -2.939 -1.039 0.707 -0.13
C 4.295 -1.970 0.912 -0.10
C -3.934 -0.766 -0.138 -0.46
C 1.773 1.983 -0.731 -0.52
H -4.738 -1.488 -0.373 0.34
H -2.069 1.982 0.102 0.35
H 2.866 2.186 -0.559 0.20
H -4.032 1.225 -1.318 0.40
H 1.400 1.451 -1.552 0.32
H 1.160 2.801 -0.525 0.22
H 5.154 -2.186 1.616 0.23
H 4.129 -2.720 0.208 0.25
H -2.808 -1.867 1.483 0.31
```

Results
M: 176.1 g/mol
Net charge: 0
Structure (SMILES): c1ccoc1.COP=O.C=O
Relative energy (zero: lowest compared OMol25 entry of this formula, charge and spin): 563.3 kJ/mol
Gap between HOMO and LUMO: 9.352 eV
Strongest force on any atom: 3.70 eV/Å

---

No. 6
Computed, not measured: C12H30CuN2O4 as an isolated structure in a non-equilibrium geometry, with ωB97M-V/def2-TZVPD.

Structure (XYZ):
```
49
Properties=species:S:1:pos:R:3:mulliken_charge:R:1
Cu -0.072 0.222 -0.281 0.76
O 2.040 0.756 2.429 -0.21
O -1.976 -0.035 -2.549 -0.23
O -2.591 -1.328 0.934 -0.16
O 2.628 -1.426 -0.704 -0.15
N 3.055 1.368 -0.114 -0.09
N -3.022 1.270 -0.119 0.00
C 1.417 0.667 3.747 -0.84
C 3.244 2.274 0.955 -0.78
C 3.167 1.592 2.365 -0.70
C -3.812 0.890 -1.260 -0.82
C -1.348 -0.403 -3.760 -0.83
C -2.814 -2.714 0.721 -0.88
C 4.115 0.294 -0.087 -0.65
C -3.673 -0.590 1.491 -0.62
C -3.482 0.911 1.182 -0.95
C 2.530 -2.693 -1.342 -0.78
C 3.856 -0.833 -1.037 -0.69
C -2.986 1.027 -2.557 -0.52
H 3.336 -3.352 -1.016 0.33
H 2.083 0.257 4.506 0.33
H -2.769 1.350 1.880 0.34
H -4.223 -0.117 -1.181 0.33
H -3.734 -3.149 0.332 0.35
H -4.711 1.502 -1.336 0.44
H 1.508 -2.979 -1.092 0.19
H -2.727 -3.251 1.665 0.36
H -0.267 -0.273 -3.790 0.24
H 2.310 -2.572 -2.402 0.33
H -3.839 -0.787 2.550 0.46
H 4.111 1.098 2.596 0.39
H -2.027 -3.125 0.088 0.23
H -3.767 0.725 -3.255 0.45
H -4.429 1.355 1.489 0.37
H -1.586 -1.452 -3.932 0.30
H 4.038 -0.201 0.881 0.28
H 3.101 1.891 -0.977 0.26
H 4.692 -1.520 -0.910 0.43
H -2.876 2.269 -0.120 0.24
H 0.659 -0.113 3.678 0.22
H 4.172 2.806 0.745 0.41
H 3.260 2.411 3.078 0.46
H 5.163 0.567 -0.206 0.37
H -1.886 0.008 -4.614 0.35
H 1.035 1.641 4.053 0.35
H 3.852 -0.388 -2.032 0.33
H 2.423 2.990 0.924 0.32
H -4.619 -0.866 1.024 0.39
H -2.558 2.026 -2.642 0.29
```

Results
M: 329.9 g/mol
Net charge: +1
Relative energy (zero: lowest compared OMol25 entry of this formula, charge and spin): 376.0 kJ/mol
Gap between HOMO and LUMO: 7.918 eV
Strongest force on any atom: 2.75 eV/Å